DFT (ωB97M-V with the def2-TZVPD basis set) results for a molecular structure, C39H46BrCl85F4N3OS at a distorted geometry.

Last column: Mulliken charge in e.
Geometry (Å):
1 C 3.56 -2.48 4.07  -0.4677
2 C 3.55 -3.61 2.89  -0.4363
3 C 3.07 -3.01 1.41  0.2646
4 Cl 2.40 -4.38 0.36  -0.1295
5 N 2.20 -1.78 1.51  0.8093
6 C 0.70 -1.97 1.52  -1.3580
7 N 0.11 -2.57 2.61  0.7792
8 C -1.38 -2.78 2.77  0.2143
9 F -2.06 -1.47 2.59  -0.1845
10 F -1.59 -3.14 4.22  -0.4155
11 C -2.02 -4.00 1.87  0.4270
12 F -2.72 -4.94 2.77  -0.2312
13 F -3.07 -3.36 1.00  -0.1264
14 N 0.04 -1.39 0.29  0.4783
15 S -0.54 -2.50 -0.93  -0.0272
16 C 1.25 -0.80 -0.46  -1.1194
17 Br 0.92 0.72 -1.72  0.1560
18 C 2.51 -0.61 0.61  -0.0893
19 C 2.13 0.90 1.22  -0.2346
20 C 2.61 1.11 2.78  0.2513
21 C 4.16 1.64 2.74  0.9859
22 O 4.47 2.34 4.00  -0.4946
23 H 3.81 -3.01 5.11  0.3726
24 H 2.53 -1.93 4.23  -0.1545
25 H 4.36 -1.63 3.91  0.2103
26 H 2.90 -4.55 3.21  0.1660
27 H 4.68 -3.98 2.78  0.3395
28 H 4.08 -2.66 0.89  0.1150
29 H 0.75 -2.89 3.39  0.3027
30 H -1.27 -4.50 1.12  -0.1449
31 H -0.20 -3.83 -0.66  0.0540
32 H 1.59 -1.76 -1.08  0.6990
33 H 3.58 -0.62 0.11  0.5000
34 H 0.95 1.04 1.21  -0.1527
35 H 2.60 1.74 0.54  0.0695
36 H 1.89 1.95 3.23  0.5288
37 H 2.43 0.15 3.42  -0.8204
38 H 4.84 0.69 2.55  0.1583
39 H 4.28 2.35 1.79  -0.8583
40 H 3.61 2.32 4.53  0.3529
41 C 2.04 5.33 -0.01  0.3689
42 Cl 2.51 5.04 1.68  -0.0054
43 Cl 3.39 6.02 -0.92  0.0943
44 Cl 1.48 3.83 -0.76  0.2174
45 H 1.21 6.05 -0.01  -0.4732
46 C -0.31 0.57 5.54  0.2862
47 Cl 1.46 0.59 5.58  -0.0618
48 Cl -0.93 1.87 4.50  -0.0979
49 Cl -0.91 -1.00 4.98  0.1656
50 H -0.68 0.74 6.55  -0.1267
51 C -5.58 -7.17 3.55  0.5282
52 Cl -6.84 -5.94 3.44  0.0094
53 Cl -5.26 -7.58 5.25  -0.1392
54 Cl -6.03 -8.62 2.64  -0.1256
55 H -4.66 -6.77 3.12  -0.2337
56 C 4.62 6.22 -5.18  0.6752
57 Cl 4.83 7.48 -3.95  -0.0426
58 Cl 6.17 5.43 -5.53  -0.1445
59 Cl 3.42 5.03 -4.65  -0.0619
60 H 4.26 6.69 -6.10  -0.5024
61 C -6.64 -2.81 0.34  0.3702
62 Cl -7.88 -2.79 1.61  -0.0504
63 Cl -6.55 -4.40 -0.42  -0.1206
64 Cl -6.97 -1.55 -0.86  -0.1238
65 H -5.67 -2.60 0.81  -0.1049
66 C -1.25 1.39 -5.13  -0.3297
67 Cl -0.77 -0.31 -5.18  -0.1683
68 Cl -2.23 1.72 -3.69  -0.0693
69 Cl 0.18 2.44 -5.16  -0.0357
70 H -1.85 1.61 -6.02  0.5011
71 C -4.27 -2.78 -3.58  -0.0945
72 Cl -3.79 -3.07 -1.90  0.0555
73 Cl -2.92 -2.09 -4.50  -0.0256
74 Cl -4.83 -4.28 -4.33  -0.1297
75 H -5.09 -2.06 -3.59  0.2552
76 C 4.55 0.88 -4.89  -0.4051
77 Cl 5.44 2.34 -4.42  -0.0507
78 Cl 4.90 -0.45 -3.76  -0.0470
79 Cl 2.81 1.20 -4.94  0.2373
80 H 4.88 0.58 -5.89  0.3577
81 C 1.74 -1.31 -7.73  0.8391
82 Cl 1.23 -2.99 -7.89  -0.1303
83 Cl 3.35 -1.21 -6.98  -0.1288
84 Cl 1.74 -0.50 -9.31  -0.1344
85 H 1.03 -0.79 -7.08  -0.4819
86 C -2.80 3.31 0.36  -0.5487
87 Cl -2.54 2.78 -1.31  0.0101
88 Cl -2.00 2.21 1.49  0.0476
89 Cl -2.20 4.97 0.58  -0.0091
90 H -3.87 3.31 0.56  0.3901
91 C 6.23 4.69 1.14  0.5223
92 Cl 6.71 4.40 2.82  -0.1199
93 Cl 7.58 5.38 0.22  -0.1110
94 Cl 5.67 3.19 0.38  -0.0876
95 H 5.41 5.41 1.13  -0.2152
96 C -8.66 1.16 2.73  0.1594
97 Cl -7.14 2.02 2.41  -0.0779
98 Cl -9.63 2.05 3.91  -0.1251
99 Cl -9.57 0.93 1.23  -0.1113
100 H -8.42 0.18 3.15  0.1569
101 C 0.08 8.84 -1.69  0.5772
102 Cl 1.70 8.22 -2.06  0.0654
103 Cl -0.68 9.51 -3.14  -0.0010
104 Cl -0.94 7.57 -0.99  0.0189
105 H 0.18 9.64 -0.95  -0.6073
106 C 4.17 7.38 -9.41  0.0355
107 Cl 4.71 5.73 -9.07  -0.1016
108 Cl 3.84 8.26 -7.91  -0.1291
109 Cl 5.38 8.24 -10.38  -0.1175
110 H 3.24 7.33 -9.99  0.3090
111 C -1.22 -8.00 4.43  0.3259
112 Cl -0.74 -8.29 6.12  -0.1225
113 Cl 0.13 -7.31 3.52  -0.0632
114 Cl -1.78 -9.50 3.68  -0.1083
115 H -2.04 -7.28 4.43  -0.0225
116 C -10.40 -5.12 4.30  0.0561
117 Cl -9.51 -3.66 4.76  -0.1184
118 Cl -10.05 -6.45 5.43  -0.0491
119 Cl -12.14 -4.80 4.25  -0.1260
120 H -10.07 -5.42 3.30  0.2264
121 C -11.81 -9.72 6.21  0.0471
122 Cl -12.33 -11.40 6.05  -0.1224
123 Cl -10.21 -9.62 6.96  -0.1243
124 Cl -11.81 -8.91 4.63  -0.1004
125 H -12.53 -9.20 6.86  0.2982
126 C -3.24 12.41 -1.92  -0.0159
127 Cl -2.99 11.88 -3.59  -0.1143
128 Cl -2.45 11.31 -0.78  -0.0258
129 Cl -2.64 14.06 -1.70  -0.1299
130 H -4.31 12.40 -1.71  0.3107
131 C 0.10 10.06 2.34  -0.0955
132 Cl -0.42 8.37 2.18  -0.0448
133 Cl 1.70 10.15 3.09  -0.0912
134 Cl 0.10 10.86 0.76  -0.1930
135 H -0.61 10.57 2.99  0.3675
136 C 5.76 -4.97 -0.96  0.8212
137 Cl 6.01 -5.50 -2.63  -0.1203
138 Cl 6.55 -6.07 0.17  -0.1241
139 Cl 6.36 -3.31 -0.74  -0.1332
140 H 4.69 -4.97 -0.76  -0.4272
141 C -2.00 5.96 -5.54  0.7725
142 Cl -1.97 4.87 -4.15  0.0015
143 Cl -2.54 7.58 -5.05  -0.0321
144 Cl -0.41 6.05 -6.31  -0.0776
145 H -2.71 5.57 -6.27  -0.6458
146 C -5.04 6.55 -8.89  0.0177
147 Cl -4.79 6.02 -10.56  -0.1170
148 Cl -4.25 5.45 -7.75  -0.1392
149 Cl -4.44 8.21 -8.66  -0.1046
150 H -6.11 6.54 -8.68  0.3054
151 C -2.20 -0.70 8.99  0.0323
152 Cl -0.68 0.15 8.67  -0.1076
153 Cl -3.18 0.19 10.17  -0.1071
154 Cl -3.11 -0.94 7.48  -0.0919
155 H -1.96 -1.68 9.40  0.3136
156 C 6.18 9.70 -0.83  -0.1348
157 Cl 7.80 9.07 -1.20  -0.1161
158 Cl 5.43 10.37 -2.29  -0.1038
159 Cl 5.17 8.42 -0.13  -0.0016
160 H 6.28 10.50 -0.09  0.3627
161 C 1.63 -8.96 0.15  -0.0134
162 Cl 3.17 -8.13 0.45  -0.0984
163 Cl 0.46 -7.84 -0.57  -0.1163
164 Cl 1.87 -10.37 -0.89  -0.0116
165 H 1.23 -9.30 1.11  0.2319
166 C 3.58 -12.86 -3.57  0.3990
167 Cl 2.33 -12.85 -2.30  -0.1369
168 Cl 3.67 -14.46 -4.34  -0.1321
169 Cl 3.25 -11.61 -4.77  -0.1281
170 H 4.54 -12.65 -3.10  -0.0159
171 C 3.07 7.65 6.05  -0.0052
172 Cl 3.27 7.04 7.70  -0.1306
173 Cl 4.26 8.91 5.71  -0.1250
174 Cl 3.20 6.33 4.88  -0.0319
175 H 2.07 8.09 5.97  0.2579
176 C 7.00 -15.43 -2.34  0.1879
177 Cl 7.03 -16.52 -0.94  -0.1132
178 Cl 6.46 -13.81 -1.85  -0.1295
179 Cl 8.59 -15.34 -3.10  -0.1148
180 H 6.29 -15.82 -3.07  0.1834

Calculated values
Frontier orbital gap in eV: 6.94
Lowest unoccupied orbital energy in eV: -4.739
Multiplicity: 1
Charge: +1
E_HOMO in eV: -11.68


DFT (ωB97M-V with the def2-TZVPD basis set) results for a molecular structure, C24H15Br2ClFeN3O5 at a distorted geometry.

Last column: natural (NBO) charge in e.
Geometry (Å):
1 Fe -0.08 0.71 0.04  0.9287
2 O 5.33 -1.52 -0.09  -0.6571
3 C 4.15 -0.83 -0.09  0.3512
4 C 3.53 -0.46 -1.27  -0.3058
5 C 2.33 0.22 -1.18  0.1576
6 N 1.83 0.51 0.01  -0.4578
7 C 2.37 0.12 1.15  0.1302
8 C 3.58 -0.56 1.15  -0.2788
9 C 1.45 0.35 2.36  0.7469
10 O 1.93 0.32 3.48  -0.6592
11 O 0.24 0.62 2.02  -0.7314
12 C 1.39 0.60 -2.34  0.7577
13 O 1.85 0.61 -3.47  -0.6632
14 O 0.22 0.96 -1.94  -0.7350
15 H 5.57 -1.73 -0.99  0.4807
16 H 3.92 -0.71 -2.25  0.2368
17 H 4.03 -0.89 2.08  0.2497
18 Br -6.60 1.99 0.03  0.0680
19 C -4.76 1.56 0.07  -0.0445
20 C -4.35 0.25 0.15  -0.2630
21 C -2.99 -0.02 0.17  0.0903
22 N -2.08 0.96 0.12  -0.4223
23 C -2.49 2.22 0.07  0.2656
24 C -3.82 2.58 0.04  -0.2783
25 C -1.37 3.23 0.08  0.1834
26 C -1.58 4.60 0.05  -0.2536
27 C -0.47 5.42 0.07  -0.0379
28 Br -0.69 7.29 0.02  0.0740
29 C 0.80 4.87 0.12  -0.2740
30 C 0.91 3.49 0.16  0.1082
31 N -0.16 2.70 0.14  -0.3594
32 H -5.06 -0.57 0.18  0.2395
33 H -2.58 -1.02 0.20  0.2742
34 H -4.14 3.61 0.00  0.2266
35 H -2.57 5.02 0.00  0.2306
36 H 1.68 5.50 0.14  0.2381
37 H 1.87 3.00 0.20  0.2280
38 Cl -1.93 -3.66 -2.36  -0.0876
39 C -0.91 -4.07 -0.98  -0.0958
40 C -0.74 -5.41 -0.68  -0.2131
41 C 0.03 -5.81 0.41  -0.3573
42 C 0.61 -4.80 1.18  -0.2162
43 C 0.45 -3.47 0.88  -0.2321
44 C -0.32 -3.01 -0.24  -0.0488
45 C -0.49 -1.66 -0.55  -0.7311
46 H -1.22 -6.14 -1.31  0.2031
47 H 0.16 -6.86 0.64  0.1934
48 H 1.21 -5.07 2.05  0.1924
49 H 0.92 -2.72 1.51  0.1852
50 H -0.97 -1.30 -1.43  0.2322
51 H 0.01 -1.01 0.19  0.1305

Calculated values
Frontier orbital gap in eV: 4.08
Lowest unoccupied orbital energy in eV: 1.411
Multiplicity: 1
Charge: -1
E_HOMO in eV: -2.66
Energy relative to the best compared isomer or geometry (same formula, charge and spin) in eV: 1.349


DFT (ωB97M-V with the def2-TZVPD basis set) results for a molecular structure, C28H46FeN4O3P at a distorted geometry.

Last column: Mulliken spin population.
Geometry (Å):
1 Fe 12.60 8.04 10.69  3.6976
2 N 14.64 6.94 14.14  0.0041
3 C 13.47 6.90 14.92  -0.0010
4 C 12.43 7.15 14.08  0.0008
5 N 12.91 7.35 12.81  0.0374
6 C 14.28 7.29 12.88  0.0127
7 C 15.16 7.55 11.77  0.0129
8 N 14.66 8.07 10.61  0.0144
9 C 15.73 8.21 9.74  0.0022
10 C 16.86 7.81 10.37  -0.0020
11 N 16.51 7.33 11.64  0.0046
12 H 15.60 6.94 14.51  -0.0003
13 H 13.51 6.67 15.99  0.0002
14 H 11.36 7.15 14.25  -0.0005
15 H 15.57 8.64 8.75  0.0012
16 H 17.91 7.85 10.07  0.0003
17 H 17.11 6.95 12.39  -0.0001
18 C 11.16 6.75 5.90  0.0000
19 C 12.15 6.15 6.87  0.0054
20 C 12.45 4.70 6.48  -0.0005
21 O 13.34 6.96 6.72  0.0014
22 C 11.56 6.16 8.37  0.0274
23 O 10.44 5.65 8.53  0.0163
24 O 12.28 6.68 9.30  0.0932
25 H 11.55 6.73 4.88  0.0000
26 H 10.86 7.79 6.10  0.0000
27 H 10.23 6.14 5.92  0.0004
28 H 12.89 4.68 5.47  0.0003
29 H 11.49 4.15 6.52  0.0002
30 H 13.15 4.21 7.23  -0.0003
31 H 13.75 7.09 7.58  0.0037
32 C 11.71 13.23 13.57  -0.0003
33 C 12.98 12.86 12.79  0.0014
34 C 12.62 12.20 11.45  0.0057
35 C 11.27 11.45 11.45  -0.0670
36 C 11.07 10.88 12.87  0.0117
37 C 10.73 12.05 13.78  0.0010
38 P 11.24 10.06 10.21  0.1137
39 C 11.60 10.59 8.45  -0.0127
40 C 13.14 10.57 8.22  0.0313
41 C 13.64 11.13 6.87  0.0028
42 C 12.55 11.63 5.90  -0.0004
43 C 11.57 12.51 6.70  0.0005
44 C 10.87 11.84 7.92  0.0023
45 C 9.52 9.26 9.94  -0.0512
46 C 9.31 8.13 10.96  0.0631
47 C 7.97 7.40 10.81  0.0024
48 C 6.80 8.36 10.56  0.0004
49 C 7.15 9.83 10.78  0.0015
50 C 8.36 10.26 9.92  0.0012
51 H 11.21 14.03 13.00  -0.0001
52 H 11.96 13.64 14.57  0.0000
53 H 13.64 12.21 13.36  -0.0003
54 H 13.53 13.81 12.59  0.0000
55 H 13.42 11.45 11.24  0.0017
56 H 12.58 12.96 10.66  0.0007
57 H 10.47 12.20 11.19  0.0038
58 H 11.97 10.37 13.16  0.0049
59 H 10.33 10.10 12.91  0.0088
60 H 10.75 11.67 14.82  0.0000
61 H 9.67 12.41 13.62  -0.0004
62 H 11.26 9.72 7.83  0.0023
63 H 13.42 9.53 8.34  -0.0268
64 H 13.70 11.10 9.02  -0.0016
65 H 14.26 10.36 6.39  -0.0001
66 H 14.39 11.96 7.10  -0.0001
67 H 11.97 10.79 5.48  -0.0001
68 H 13.03 12.18 5.07  0.0000
69 H 10.73 12.81 6.05  -0.0002
70 H 12.13 13.44 6.98  0.0003
71 H 9.84 11.62 7.67  -0.0013
72 H 10.74 12.58 8.72  0.0016
73 H 9.60 8.79 8.95  -0.0030
74 H 9.39 8.50 12.02  -0.0007
75 H 10.14 7.37 10.89  -0.0282
76 H 7.84 6.92 11.81  0.0001
77 H 8.02 6.59 10.07  0.0000
78 H 5.96 8.08 11.21  0.0000
79 H 6.44 8.23 9.52  -0.0004
80 H 7.32 10.09 11.88  0.0003
81 H 6.27 10.42 10.48  0.0001
82 H 8.74 11.25 10.23  0.0002
83 H 8.06 10.42 8.86  -0.0009

Calculated values
Expectation value of S²: 6.010
Frontier orbital gap (alpha / beta) in eV: 7.78 / 7.66
Lowest unoccupied orbital energy (alpha / beta) in eV: -3.359 / -3.508
Multiplicity: 5
Charge: +1
E_HOMO (alpha / beta) in eV: -11.14 / -11.16
Energy relative to the best compared isomer or geometry (same formula, charge and spin) in eV: 0.000


Question: Which of these has the lowest charge?
Answer: C24H15Br2ClFeN3O5


Question: The highest multiplicity belongs to which entry?
Answer: C28H46FeN4O3P